324
Properties=species:S:1:pos:R:3:forces:R:3 method="wB97M-V/def2-TZVPD" gap_ev=8.9 homo_energy_ev=-8.3 e_above_lowest_kj_mol=327.9
C 4.6332 0.4739 -3.2268 -1.92 -0.23 0.87
C 4.6095 -0.7447 -2.2896 -1.22 -0.84 -0.28
C 3.3058 -0.8358 -1.4451 0.43 0.55 -1.72
O 4.6147 -1.9712 -3.0828 1.59 0.97 0.65
H 4.5451 1.4092 -2.6472 -0.26 -0.29 -0.11
H 3.7226 0.3437 -3.8875 1.17 0.52 0.58
H 5.5133 0.5981 -3.8036 0.88 -0.36 -0.71
H 5.4483 -0.7434 -1.5770 0.13 -0.22 -0.51
H 3.3494 -1.7976 -0.9449 -0.27 0.16 0.51
H 2.4857 -0.8629 -2.1977 0.20 0.01 0.59
H 3.1599 0.0441 -0.8171 -0.03 -0.32 0.32
H 3.7211 -2.2800 -3.2560 -0.50 0.01 -0.04
C 2.1134 -2.0315 -6.5485 0.35 -0.03 0.29
C 1.9243 -1.6348 -5.0815 0.19 0.07 -1.51
C 0.5594 -1.0327 -4.8299 0.40 -0.74 -0.17
O 2.1932 -2.7321 -4.2632 -0.70 -0.96 0.68
H 2.8954 -2.8090 -6.6072 -0.44 0.35 -0.17
H 2.3995 -1.1725 -7.1379 0.30 0.31 -0.20
H 1.1753 -2.3515 -6.9862 -0.23 -0.55 -0.04
H 2.6878 -0.9219 -4.8212 0.32 0.43 -0.09
H -0.1595 -1.8697 -4.7845 -0.06 0.63 0.02
H 0.2930 -0.2893 -5.5759 -0.11 -0.06 -0.16
H 0.6626 -0.5420 -3.8888 -0.61 0.37 0.95
H 1.3527 -3.2166 -4.0797 0.66 0.27 0.36
C -1.8330 0.0959 5.3351 -0.13 -0.53 -0.24
C -0.8668 -0.1896 6.4773 1.19 0.20 -0.88
C -1.2541 -1.3350 7.3786 -2.31 -0.12 -0.65
O 0.4694 -0.3946 5.9168 -0.90 -1.05 0.91
H -2.8010 0.3823 5.7279 -0.44 -0.25 0.11
H -1.9328 -0.7730 4.6255 0.10 0.78 0.74
H -1.5208 0.9825 4.7832 0.31 -0.06 -0.20
H -0.7633 0.6978 7.0902 -0.27 0.41 0.28
H -2.2291 -1.0628 7.8762 1.12 0.13 0.01
H -0.4944 -1.5516 8.1183 0.05 -0.33 -0.01
H -1.6473 -2.1936 6.7817 1.13 0.15 0.35
H 0.6217 0.3089 5.2770 0.45 0.56 -0.44
C -4.3144 -1.8020 -1.6190 -0.60 1.03 0.41
C -3.8116 -2.0492 -3.0098 -1.00 -1.26 0.04
C -2.9182 -1.0580 -3.6615 -0.41 1.43 -0.16
O -3.0814 -3.2564 -3.0005 -0.23 -0.84 1.64
H -3.5337 -1.7922 -0.8858 0.62 -0.01 0.45
H -5.0938 -2.4778 -1.2465 0.29 -0.27 -0.49
H -4.7901 -0.8130 -1.6121 0.13 0.01 0.08
H -4.7149 -2.2290 -3.5885 -0.23 0.27 -0.53
H -1.9646 -1.1235 -3.1398 0.25 0.13 -0.37
H -3.2733 -0.0023 -3.6472 0.10 -0.67 0.05
H -2.8849 -1.3858 -4.7074 0.63 0.32 0.09
H -2.7608 -3.4818 -3.8581 0.42 -0.27 -1.13
C 1.9250 2.9544 -3.7620 -0.55 0.97 1.68
C 2.4817 3.9711 -4.7398 -0.69 0.39 0.57
C 3.9352 3.6439 -5.0057 0.30 0.28 -1.04
O 1.6167 3.9062 -5.8889 0.33 -0.46 0.67
H 2.1009 1.9469 -4.0762 -0.20 -0.62 -0.58
H 0.8469 3.1391 -3.5333 0.78 -0.25 -0.37
H 2.4405 3.0133 -2.7769 -0.17 0.23 -0.54
H 2.4022 4.9886 -4.3058 -0.03 -0.35 -0.12
H 4.3130 4.1126 -5.9632 -0.25 -0.17 1.16
H 3.9425 2.5682 -5.1860 0.55 -0.07 0.14
H 4.5620 3.9351 -4.1273 -0.38 -0.34 -0.84
H 2.0416 4.3929 -6.5825 0.24 0.44 -0.68
C -7.0048 -0.2614 2.6759 1.95 -0.03 0.58
C -5.5954 0.1264 3.1850 0.03 -1.66 -0.18
C -4.4983 -0.0173 2.1555 -0.83 0.67 -0.53
O -5.5831 1.4100 3.6848 -0.38 1.47 0.54
H -7.1269 0.3101 1.7684 -0.93 0.57 0.03
H -7.6727 -0.1276 3.5450 -0.31 0.00 -0.94
H -6.9412 -1.2896 2.3528 -0.45 -0.50 0.21
H -5.3325 -0.5591 4.0232 -0.08 0.04 -0.34
H -3.6110 0.4907 2.4864 0.54 0.04 0.27
H -4.7278 0.3517 1.1398 -0.26 0.10 0.44
H -4.3510 -1.0573 2.0704 0.76 -1.27 -0.29
H -6.3348 1.4187 4.2843 0.03 0.61 0.21
C 2.0461 -5.0469 6.6799 0.54 0.72 0.26
C 2.7707 -3.7094 6.7559 0.39 0.29 1.07
C 4.3062 -3.8043 6.6563 -0.27 0.55 -1.10
O 2.2942 -2.9493 5.6424 1.39 -1.44 -0.11
H 2.2996 -5.6785 7.5119 0.08 -0.35 0.48
H 2.3093 -5.5682 5.7657 -0.19 0.00 -0.27
H 1.0046 -4.7687 6.7305 -0.48 -0.46 -0.21
H 2.5362 -3.2332 7.7577 -0.07 -0.20 -1.12
H 4.8078 -4.4663 7.3471 -0.23 -0.22 0.46
H 4.7867 -2.8064 6.7134 -0.39 -0.50 0.04
H 4.4984 -4.1949 5.6496 0.21 0.06 0.03
H 1.7849 -2.2075 5.8822 -1.18 1.64 0.74
C -2.5437 9.6606 -3.7051 1.21 0.55 1.43
O -2.7339 8.8427 -2.5176 -0.70 -0.83 -1.38
C -3.4326 7.6181 -2.9322 1.14 0.67 -0.78
C -4.4336 7.0224 -1.9901 -0.37 0.60 -0.28
N -4.7613 5.7650 -2.6358 1.76 0.05 -0.09
C -5.6378 4.9205 -1.9476 -1.39 -1.63 0.89
C -5.3401 4.4797 -0.4691 0.77 1.12 0.15
O -4.0781 3.7830 -0.2789 -0.90 0.81 -0.70
C -3.8489 3.5452 1.0899 -0.57 -1.34 0.22
H -1.9921 9.1277 -4.5074 -0.76 0.11 0.24
H -1.8940 10.5173 -3.4177 -0.22 -0.63 0.08
H -3.4791 10.1407 -3.9719 -0.29 -0.41 -0.60
H -2.7109 6.7878 -3.0726 0.30 0.59 -0.08
H -3.8779 7.7653 -3.9346 0.04 0.05 0.54
H -5.3435 7.6346 -1.8759 0.15 -0.15 -0.18
H -4.0006 6.9393 -1.0070 0.30 -0.22 0.64
H -3.9151 5.2014 -2.8366 -0.43 0.81 -0.03
H -5.6657 4.0026 -2.5858 -0.58 0.47 0.62
H -6.6272 5.4518 -1.9155 0.42 -0.87 0.08
H -6.1675 3.8399 -0.1308 0.12 0.10 0.00
H -5.3049 5.4066 0.1825 -0.22 -0.87 -0.52
H -3.5210 4.4084 1.6661 -0.29 0.36 -0.06
H -3.0561 2.7934 1.1691 -0.06 0.11 -0.11
H -4.7577 3.0873 1.5426 0.50 0.40 0.02
C 6.5356 -6.2591 -0.9002 1.06 1.27 -0.44
O 6.4467 -4.9961 -0.2815 0.60 0.93 -0.57
C 7.3486 -4.0232 -0.9153 0.30 -1.82 1.12
C 7.4915 -2.8569 0.0341 0.22 0.49 0.20
N 8.3280 -3.0893 1.2449 -0.76 0.82 -0.19
C 8.6737 -1.7988 1.9214 0.74 -0.61 0.16
C 7.6305 -1.0726 2.7970 0.52 -0.88 1.42
O 6.9041 -1.8885 3.7323 -0.53 -0.27 -0.62
C 7.6220 -2.7752 4.5471 0.36 0.53 1.08
H 6.2617 -6.2576 -1.9456 -0.47 0.23 -0.48
H 5.9314 -6.9242 -0.3658 -0.89 -1.06 0.79
H 7.5698 -6.5661 -0.8883 0.53 -0.53 0.19
H 6.9324 -3.7580 -1.8927 0.07 0.25 0.14
H 8.3625 -4.5275 -1.0476 -1.07 0.61 0.06
H 6.4973 -2.5018 0.3428 0.09 0.00 -0.41
H 8.0042 -2.0733 -0.5034 -0.05 0.44 -0.41
H 7.6710 -3.5502 1.8485 0.08 -0.62 0.64
H 8.9399 -1.0873 1.1533 0.11 0.28 -0.40
H 9.6432 -1.9503 2.4674 -1.02 -0.02 -0.11
H 6.8435 -0.6043 2.2458 -0.39 0.27 -0.66
H 8.1260 -0.2864 3.3991 0.15 -0.14 -0.43
H 8.4204 -2.2098 5.0802 -0.26 -0.47 -0.11
H 8.0721 -3.5991 4.0085 0.26 -0.20 -0.33
H 6.9374 -3.2260 5.3054 0.33 0.57 -0.63
C -9.2247 -7.9810 3.8818 -1.19 -1.10 -0.55
O -8.1872 -7.0936 3.8852 0.92 2.31 -0.22
C -8.2828 -6.0840 2.8531 0.83 -0.99 -0.78
C -6.9753 -5.3159 2.8424 0.69 0.20 1.45
N -6.9085 -4.2084 1.9146 0.05 0.05 -0.44
C -5.5571 -3.6009 1.8697 -0.36 -0.31 2.31
C -4.4957 -4.5262 1.3242 0.84 0.75 -2.05
O -3.2057 -3.8942 1.4658 -0.13 -0.61 0.26
C -2.1283 -4.7895 1.1472 -0.80 -0.07 0.16
H -9.0816 -8.7270 4.6645 0.42 -0.11 -0.19
H -9.2773 -8.4746 2.8726 -0.36 0.15 0.82
H -10.1785 -7.5154 4.1608 -0.13 0.13 -0.46
H -9.1282 -5.3824 2.8685 -0.12 -0.39 0.62
H -8.3269 -6.6436 1.8944 -0.32 0.25 0.15
H -6.1458 -6.0180 2.6801 -0.29 -0.19 0.24
H -6.8192 -4.8616 3.8350 -0.06 -0.38 -0.06
H -7.1469 -4.6039 1.0141 0.09 0.37 -0.48
H -5.2795 -3.2986 2.9442 -0.37 -0.61 -1.29
H -5.6079 -2.6511 1.3695 0.07 0.18 -0.72
H -4.6615 -4.6508 0.2176 -0.03 0.08 0.61
H -4.5602 -5.5469 1.7011 0.40 0.11 0.56
H -1.1768 -4.2902 1.0994 0.27 0.84 0.55
H -2.2300 -5.1399 0.1166 -0.37 -0.67 0.13
H -2.0878 -5.5775 1.9265 0.01 0.10 -0.74
C 4.1598 1.3776 1.9338 0.04 -0.90 -0.70
O 3.4891 2.5053 2.3462 -0.65 1.71 -0.47
C 2.1185 2.5340 1.8951 1.04 -0.12 0.16
C 1.3801 1.5460 2.7187 -0.84 0.19 1.33
N 1.5855 1.7575 4.1744 -1.27 -0.98 -1.19
C 1.2824 3.0622 4.7095 0.53 1.12 0.04
C 1.4588 2.9408 6.1953 -0.52 -0.03 0.70
O 1.3417 4.2212 6.7425 0.16 0.38 1.32
C 1.3903 4.2333 8.1927 -0.75 -1.60 -1.39
H 3.8424 0.5315 2.5307 0.07 -0.63 -0.09
H 5.2273 1.4888 2.0214 0.45 0.38 0.32
H 3.9553 1.2088 0.8688 0.00 -0.37 0.04
H 1.9818 2.2922 0.8366 0.44 0.01 -0.16
H 1.7975 3.5478 2.0429 -0.26 0.53 0.18
H 1.6685 0.5391 2.4209 0.05 -0.13 0.32
H 0.3106 1.6181 2.5590 -0.34 0.04 -0.31
H 2.5439 1.5887 4.3897 0.80 -0.27 0.22
H 0.2921 3.5403 4.4348 0.87 -1.03 0.24
H 2.0547 3.8047 4.4747 -0.21 0.17 -0.74
H 2.4193 2.5234 6.5074 0.14 -0.22 -0.50
H 0.7048 2.2537 6.5689 -0.42 -0.11 0.44
H 0.5179 3.6304 8.5458 0.31 0.75 0.07
H 1.3261 5.2779 8.4061 0.01 0.43 0.75
H 2.2648 3.7096 8.6367 -0.03 0.59 -0.53
C 1.0630 -8.4989 -6.8402 -0.28 -0.10 -0.37
O -0.1001 -7.8034 -6.4220 0.79 0.21 -1.49
C 0.0245 -6.4931 -7.0033 -0.64 0.11 1.84
C -1.2072 -5.7043 -6.4894 1.29 0.54 -0.92
N -1.0263 -5.0154 -5.2242 -0.60 -0.69 0.56
C -0.4462 -5.8209 -4.1435 0.51 1.28 0.28
C -0.4216 -5.0814 -2.8080 -0.83 0.99 1.46
O 0.0641 -3.6923 -2.9354 -0.61 -1.98 -0.27
C 0.0635 -3.0711 -1.6639 -0.17 0.08 0.02
H 1.1668 -8.6987 -7.9364 -0.53 0.27 0.64
H 1.0971 -9.4133 -6.3092 -0.06 -1.11 0.40
H 1.9217 -7.9329 -6.5423 0.83 0.41 0.16
H 0.0068 -6.5460 -8.0975 0.30 -0.03 0.07
H 0.9893 -6.0828 -6.5736 -0.90 0.08 -0.92
H -2.0342 -6.4070 -6.5153 -0.25 -0.06 0.42
H -1.4202 -4.9392 -7.2416 -0.16 0.03 0.09
H -0.5949 -4.1187 -5.3467 0.41 0.13 0.03
H 0.6032 -6.1348 -4.2910 -0.31 -0.08 -0.50
H -1.0695 -6.6928 -4.0479 -0.06 -0.52 0.17
H 0.2460 -5.5687 -2.0812 0.15 -0.19 -0.43
H -1.4064 -5.0808 -2.2285 0.81 0.30 -1.22
H 0.5040 -3.7084 -0.8804 0.11 0.19 -0.25
H -0.9660 -2.8532 -1.3824 -0.13 -0.03 0.13
H 0.6136 -2.1377 -1.7597 0.11 -0.02 0.15
C 4.2554 -2.3679 1.8577 -0.90 0.19 -0.66
O 2.9607 -1.7918 2.0292 0.03 -0.22 0.56
C 2.1352 -2.7707 2.6225 -0.45 -1.96 -0.48
C 0.7143 -2.2442 2.8229 1.26 0.45 0.46
N 0.2814 -1.7364 1.5475 -0.61 0.05 -0.35
C -0.9648 -0.9405 1.5429 1.43 -1.74 0.75
C -1.1605 -0.3063 0.2096 -1.73 0.46 -0.66
O 0.0575 0.2173 -0.2170 0.27 1.18 0.22
C -0.0587 1.0766 -1.3397 -0.17 -0.54 0.33
H 4.6759 -2.5786 2.8453 0.31 0.06 -0.17
H 4.8155 -1.5462 1.3257 -0.16 -1.39 0.30
H 4.0760 -3.3675 1.3179 0.94 1.45 0.21
H 2.5721 -3.2048 3.5524 -0.32 0.72 -0.55
H 2.0869 -3.6605 1.8912 -0.10 0.98 0.68
H 0.7296 -1.5062 3.6503 -0.01 0.19 -0.34
H 0.1102 -3.0435 3.2262 -0.43 -0.50 -0.20
H 1.0632 -1.2257 1.1472 -0.34 0.10 -0.09
H -0.9574 -0.2494 2.3851 0.05 0.72 -0.09
H -1.7568 -1.6341 1.7917 -0.58 -0.19 -0.24
H -1.9945 0.4610 0.3814 1.04 -0.43 -0.62
H -1.4994 -0.9749 -0.6278 -0.08 0.14 1.05
H -0.6590 1.9934 -1.1093 0.43 -0.66 -0.34
H -0.4489 0.4877 -2.1822 -0.45 0.37 0.00
H 0.9613 1.2908 -1.6018 0.40 0.63 -0.13
C 4.0144 -0.2698 5.6433 0.45 -0.90 0.62
O 4.1782 1.1255 5.7025 -1.15 0.08 -0.54
C 5.4496 1.6213 6.0132 0.80 -1.35 0.60
C 5.2940 3.1172 6.1696 -0.08 -0.30 0.76
N 5.0309 3.7016 4.8625 0.24 0.57 0.42
C 4.3807 5.0216 4.9484 0.56 -0.42 0.24
C 4.1049 5.6137 3.5976 -1.32 0.78 -0.43
O 3.0705 6.5807 3.8252 -0.50 0.49 -0.19
C 2.4748 7.0992 2.6391 0.28 -0.25 0.39
H 5.0008 -0.7473 5.5382 -0.24 -0.05 -0.48
H 3.3207 -0.6053 4.8397 0.55 0.49 0.41
H 3.6332 -0.6557 6.6098 -0.13 0.27 -0.34
H 6.1488 1.3319 5.2061 -0.07 0.43 0.02
H 5.8629 1.0692 6.9202 -0.54 0.97 -0.55
H 6.2237 3.4784 6.6378 -0.29 0.32 -0.29
H 4.4465 3.2786 6.9082 0.78 -0.01 -0.59
H 4.4008 3.0674 4.3919 -0.16 0.01 -0.36
H 4.9960 5.7193 5.5318 -0.04 -0.28 0.01
H 3.4050 4.9342 5.4342 0.02 0.20 0.26
H 3.7192 4.8668 2.9193 -0.10 -0.60 -0.26
H 4.8953 6.1254 3.0654 0.80 -0.04 0.17
H 1.9589 6.3027 2.0888 -0.02 -0.01 -0.04
H 3.2340 7.5292 1.9841 0.10 0.08 -0.16
H 1.7478 7.8897 2.8870 0.35 -0.41 0.18
C -8.2303 9.3085 -5.4067 0.63 1.09 -1.23
O -7.7382 8.2153 -6.1779 -0.42 0.54 0.47
C -6.6953 7.5571 -5.4750 0.00 2.00 0.05
C -6.0951 6.5525 -6.3659 0.20 -1.26 -0.62
N -4.8564 6.0716 -5.7651 0.11 0.32 -1.15
C -4.2697 4.9843 -6.5177 -0.61 -0.40 0.48
C -2.9354 4.6324 -5.9800 -0.18 -1.60 1.25
O -3.1038 4.1927 -4.6086 1.76 -1.60 0.29
C -1.9114 3.4314 -4.1192 -0.96 0.79 -0.04
H -8.9493 9.9385 -5.9941 0.63 -0.88 0.24
H -7.3644 9.9754 -5.1571 -0.66 -0.39 0.08
H -8.7275 8.9870 -4.5118 -0.20 -0.29 0.65
H -7.0795 7.1139 -4.5687 -0.22 -0.36 0.51
H -5.9337 8.3164 -5.1490 -0.36 -0.48 -0.32
H -6.0030 6.9233 -7.4238 0.47 -0.02 1.07
H -6.8068 5.7241 -6.4542 -0.24 -0.17 -0.11
H -4.9488 5.8815 -4.7712 -0.15 -0.22 -0.02
H -4.0937 5.3051 -7.5193 0.01 0.49 -0.98
H -4.8849 4.0640 -6.6234 -0.07 0.30 0.35
H -2.3547 5.5309 -5.9487 0.97 0.36 -0.35
H -2.5266 3.7628 -6.5381 0.22 0.84 0.02
H -1.5879 2.5542 -4.7246 -0.63 0.65 -0.02
H -2.1143 3.0935 -3.0965 -0.39 0.03 -0.26
H -1.0653 4.1071 -4.0217 0.15 0.20 -0.31
C -0.7260 4.6283 0.8065 -0.49 0.99 -0.87
O -0.1498 4.9348 -0.4592 0.32 -1.00 -0.27
C -0.0793 6.2800 -0.8397 -1.16 1.36 1.88
C 0.7078 6.4842 -2.0899 1.11 -1.43 1.46
N 0.9045 7.8777 -2.3255 -0.12 1.29 -1.30
C 1.6016 8.0682 -3.6406 -1.23 0.30 -0.03
C 2.0317 9.5153 -3.8941 0.11 1.04 1.67
O 2.5713 9.6645 -5.1637 0.52 -1.85 0.00
C 3.2991 10.8135 -5.3623 0.69 0.98 -0.82
H -0.7077 3.5504 0.9206 -0.04 -0.13 -0.05
H -1.7638 5.0090 0.8726 0.44 -0.26 -0.17
H -0.1729 5.0928 1.6080 0.43 0.20 0.43
H 0.3944 6.8882 -0.0052 -0.58 -0.44 -0.79
H -1.1078 6.6672 -1.0437 0.32 -0.02 0.49
H 0.1777 5.9319 -2.8521 0.08 -0.27 -0.88
H 1.6707 5.9849 -1.8248 -0.29 0.31 -0.88
H -0.0446 8.3147 -2.4223 1.12 -0.34 0.18
H 0.8980 7.6776 -4.4079 0.61 0.38 -0.16
H 2.5295 7.4983 -3.7155 -0.17 -0.30 0.35
H 2.7715 9.7899 -3.0656 -0.56 -0.38 -1.01
H 1.2753 10.3144 -3.8365 -0.60 -0.56 0.54
H 3.9396 11.1659 -4.5343 -0.24 -0.56 0.11
H 2.6079 11.6358 -5.5831 0.20 0.20 -0.22
H 3.9633 10.5913 -6.2177 -0.36 0.50 0.25
C 2.9350 -6.7615 1.3676 -0.88 -0.83 -0.96
O 1.8550 -7.6910 1.2352 0.81 0.27 1.01
C 0.6757 -7.0756 1.6485 -1.35 0.90 0.02
C -0.4646 -8.0339 1.3970 -0.19 -0.88 -0.01
N -0.4686 -8.2914 -0.0447 -1.98 0.13 0.63
C -1.2300 -9.4602 -0.4900 0.29 0.08 -0.36
C -2.6189 -9.1882 -1.0369 -0.53 -0.04 1.35
O -3.4564 -8.7720 0.0764 -0.30 0.47 -1.20
C -4.7186 -8.2034 -0.3759 1.94 -0.29 -0.32
H 2.7316 -5.9826 0.6476 0.27 0.75 -0.02
H 3.8091 -7.2877 1.0846 0.95 -0.45 -0.35
H 3.0771 -6.3986 2.3651 -0.24 0.37 0.71
H 0.5214 -6.1561 1.0420 -0.08 -0.29 -0.03
H 0.6473 -6.6814 2.6804 0.49 -0.55 0.04
H -1.4310 -7.6623 1.7698 0.30 0.17 -0.38
H -0.3164 -8.9952 1.9567 0.21 0.59 -0.19
H 0.4794 -8.2658 -0.3282 0.76 -0.51 -0.57
H -1.3192 -10.2386 0.2555 0.13 -0.20 0.63
H -0.6885 -9.9020 -1.3090 0.36 -0.30 -0.46
H -3.1102 -10.0835 -1.4681 0.54 0.18 0.01
H -2.4807 -8.4478 -1.8167 -0.52 0.61 -0.12
H -4.4675 -7.2771 -0.9595 -0.67 -0.45 0.76
H -5.3187 -8.0982 0.5229 -0.08 0.51 -0.11
H -5.2112 -8.9027 -1.0507 -0.17 -0.11 -0.11